1.
Density functional theory data (ωB97M-V/def2-TZVPD) for one molecule with the formula C3H7NO2 in a non-equilibrium geometry.

The geometry in XYZ format:
```
13
Properties=species:S:1:pos:R:3:nbo_charge:R:1
N 0.588 1.376 -0.315 -0.829
C 1.009 0.126 -0.009 0.673
O 2.189 -0.143 -0.114 -0.629
C 0.005 -1.035 0.209 -0.520
C -1.401 -0.577 0.661 -0.073
O -1.966 0.179 -0.426 -0.744
H 1.305 2.067 -0.426 0.400
H -0.356 1.634 -0.462 0.411
H 0.002 -1.489 -0.785 0.239
H 0.524 -1.729 0.864 0.244
H -2.077 -1.407 0.873 0.178
H -1.245 0.036 1.549 0.171
H -2.895 -0.009 -0.451 0.479
```

Values from the calculation:
HOMO-LUMO gap in eV: 10.1
HOMO in eV: -9.49
Largest force on an atom in eV Å⁻¹: 1.3
Molar mass in g/mol: 89.09
E in hartree: -323.75258

---

2.
Density functional theory data (ωB97M-V/def2-TZVPD) for a 2-piece molecular cluster, C3H7NO2 overall in a non-equilibrium geometry.

The geometry in XYZ format:
```
13
Properties=species:S:1:pos:R:3:nbo_charge:R:1
C -1.882 -0.542 1.691 -0.146
C 1.649 0.081 -0.784 -0.404
C 0.759 1.063 -0.732 0.033
N -0.994 -0.282 0.875 -0.131
O -0.144 -1.340 0.661 -0.586
O 0.069 1.601 -1.808 -0.634
H -2.838 0.072 1.921 0.199
H -1.783 -1.463 2.267 0.162
H 0.486 -1.208 -0.216 0.451
H 1.943 -0.636 -1.490 0.203
H 2.130 -0.191 0.189 0.212
H -0.137 1.013 -2.533 0.475
H 0.743 1.833 -0.040 0.167
```

Values from the calculation:
HOMO-LUMO gap (alpha / beta) in eV: 6.0 / 7.8
HOMO (alpha / beta) in eV: -5.15 / -9.81
Largest force on an atom in eV Å⁻¹: 9.1
Molar mass in g/mol: 89.09
E in hartree: -323.43507
Spin multiplicity: 3

---

3.
Density functional theory data (ωB97M-V/def2-TZVPD) for an isolated ion of composition C3H7NO2P and charge +1 in a non-equilibrium geometry.

The geometry in XYZ format:
```
14
Properties=species:S:1:pos:R:3:nbo_charge:R:1
C 0.200 -1.172 0.702 -0.358
C -0.498 -1.235 -0.717 -0.056
C 0.255 1.653 0.394 -0.447
N 1.137 -0.099 0.763 0.325
O 2.306 -0.121 0.593 -0.079
O -1.180 -0.027 -0.942 -0.775
P -0.414 1.378 -1.303 0.897
H -0.468 -0.939 1.487 0.259
H 0.584 -2.190 1.034 0.276
H 0.255 -1.356 -1.445 0.198
H -1.258 -2.047 -0.955 0.268
H -0.523 1.879 1.043 0.234
H 1.283 2.138 0.391 0.258
H -1.680 2.139 -1.046 0.000
```

Values from the calculation:
Net charge: +1
HOMO-LUMO gap in eV: 7.1
HOMO in eV: -14.04
Largest force on an atom in eV Å⁻¹: 4.7
Molar mass in g/mol: 120.07
E in hartree: -664.64725

---

4.
Density functional theory data (ωB97M-V/def2-TZVPD) for one molecule with the formula C3H7NO2S in a non-equilibrium geometry.

The geometry in XYZ format:
```
14
Properties=species:S:1:pos:R:3:nbo_charge:R:1
N 0.002 0.156 1.548 -0.886
C 0.201 0.393 0.093 -0.170
C 0.698 -0.980 -0.620 -0.490
S 2.410 -1.446 0.041 -0.095
C -1.236 0.652 -0.373 0.793
O -2.287 0.410 0.222 -0.596
O -1.010 1.163 -1.562 -0.663
H 0.551 0.718 2.115 0.372
H -1.067 0.107 1.772 0.415
H 0.847 1.246 -0.237 0.230
H -0.103 -1.787 -0.523 0.223
H 0.913 -0.710 -1.644 0.215
H 1.873 -1.042 1.263 0.159
H -1.793 1.120 -2.095 0.493
```

Values from the calculation:
HOMO-LUMO gap in eV: 9.5
HOMO in eV: -8.98
Largest force on an atom in eV Å⁻¹: 3.0
Molar mass in g/mol: 121.16
E in hartree: -721.90861

---

5.
Density functional theory data (ωB97M-V/def2-TZVPD) for one molecule with the formula C3H7NO2S in a non-equilibrium geometry.

The geometry in XYZ format:
```
14
Properties=species:S:1:pos:R:3:nbo_charge:R:1
N -1.463 0.107 0.097 -0.856
C -0.013 0.355 0.397 -0.165
C 0.626 0.537 -0.973 -0.510
S 0.023 2.062 -1.815 -0.055
C 0.532 -0.939 1.030 0.773
O -0.034 -1.266 2.051 -0.599
O 1.466 -1.702 0.442 -0.663
H -1.732 -0.707 0.654 0.377
H -2.108 0.850 0.327 0.374
H 0.059 1.193 1.077 0.228
H 0.347 -0.329 -1.636 0.239
H 1.675 0.606 -0.720 0.221
H -1.130 1.505 -2.113 0.131
H 1.752 -2.271 1.182 0.504
```

Values from the calculation:
HOMO-LUMO gap in eV: 9.7
HOMO in eV: -9.12
Largest force on an atom in eV Å⁻¹: 2.9
Molar mass in g/mol: 121.16
E in hartree: -721.92541

---

6.
Density functional theory data (ωB97M-V/def2-TZVPD) for one molecule with the formula C3H7NO2S in a non-equilibrium geometry.

The geometry in XYZ format:
```
14
Properties=species:S:1:pos:R:3:nbo_charge:R:1
C -2.742 -0.178 0.169 -0.633
C -1.494 0.287 0.949 -0.073
O -0.498 0.786 0.039 -0.485
C 0.685 0.269 -0.093 0.386
S 1.994 1.170 -0.555 -0.180
N 0.830 -1.057 0.177 -0.371
O -0.213 -1.926 -0.282 -0.561
H -3.449 -0.585 0.951 0.213
H -3.156 0.575 -0.467 0.222
H -2.569 -1.102 -0.521 0.225
H -1.756 1.175 1.559 0.203
H -1.108 -0.553 1.535 0.184
H 1.718 -1.480 -0.109 0.401
H -0.403 -2.484 0.492 0.471
```

Values from the calculation:
HOMO-LUMO gap in eV: 8.9
HOMO in eV: -8.50
Largest force on an atom in eV Å⁻¹: 2.8
Molar mass in g/mol: 121.16
E in hartree: -721.84880

---

7.
Density functional theory data (ωB97M-V/def2-TZVPD) for one molecule with the formula C3H7NO2S in a non-equilibrium geometry.

The geometry in XYZ format:
```
14
Properties=species:S:1:pos:R:3:nbo_charge:R:1
O 0.728 -2.058 1.327 -0.645
C 1.404 -1.121 0.974 0.881
O 2.709 -1.077 1.318 -0.708
N 1.126 -0.150 0.057 -0.641
C -0.128 -0.054 -0.636 -0.237
C -0.663 1.369 -0.958 -0.535
S -2.469 1.497 -0.946 -0.029
H 2.926 -1.920 1.746 0.504
H 1.860 0.527 -0.070 0.405
H -0.892 -0.336 0.089 0.221
H -0.218 -0.853 -1.414 0.200
H -0.363 1.577 -1.990 0.213
H -0.096 1.992 -0.286 0.237
H -2.839 0.344 -1.565 0.134
```

Values from the calculation:
HOMO-LUMO gap in eV: 10.1
HOMO in eV: -9.38
Largest force on an atom in eV Å⁻¹: 3.2
Molar mass in g/mol: 121.16
E in hartree: -721.93889

---

8.
Density functional theory data (ωB97M-V/def2-TZVPD) for one molecule with the formula C3H7NO2S in a non-equilibrium geometry.

The geometry in XYZ format:
```
14
Properties=species:S:1:pos:R:3:nbo_charge:R:1
C 0.630 -0.039 0.802 -0.440
C 0.394 1.279 0.037 -0.127
C -0.394 -1.034 0.188 -0.568
N -2.932 0.024 -1.238 -0.940
O -2.712 -0.027 1.249 -0.932
O -0.897 1.687 0.198 -0.350
S -1.999 0.014 -0.009 1.658
H 1.583 -0.296 0.587 0.223
H 0.321 0.210 1.754 0.230
H 0.930 2.154 0.508 0.226
H 0.589 1.216 -1.013 0.209
H -0.138 -1.390 -0.714 0.201
H -0.837 -1.878 0.761 0.243
H -2.530 -0.337 -2.114 0.368
```

Values from the calculation:
HOMO-LUMO gap (alpha / beta) in eV: 6.4 / 6.9
HOMO (alpha / beta) in eV: -5.82 / -9.84
Largest force on an atom in eV Å⁻¹: 5.0
Molar mass in g/mol: 121.16
E in hartree: -721.66248
Spin multiplicity: 3

---

9.
Density functional theory data (ωB97M-V/def2-TZVPD) for one molecule with the formula C3H7NO2S2 in a non-equilibrium geometry.

The geometry in XYZ format:
```
15
Properties=species:S:1:pos:R:3:nbo_charge:R:1
C -0.510 2.432 0.222 -0.793
S 0.057 0.776 0.644 0.250
C -1.165 -0.343 -0.211 -0.410
S -0.898 -2.103 0.174 0.295
C -0.138 -1.949 1.748 -0.805
N -2.585 -0.028 -0.045 0.491
O -2.981 0.989 -0.625 -0.400
O -3.282 -0.770 0.592 -0.331
H -0.832 3.182 0.989 0.238
H -1.349 2.355 -0.502 0.269
H 0.263 2.913 -0.357 0.225
H -0.983 -0.310 -1.303 0.255
H 0.101 -3.011 2.134 0.245
H -0.982 -1.690 2.364 0.227
H 0.759 -1.322 1.973 0.243
```

Values from the calculation:
HOMO-LUMO gap in eV: 9.0
HOMO in eV: -9.20
Largest force on an atom in eV Å⁻¹: 3.2
Molar mass in g/mol: 153.23
E in hartree: -1119.97611

---

10.
Density functional theory data (ωB97M-V/def2-TZVPD) for one molecule with the formula C3H7NO2S2 in a non-equilibrium geometry.

The geometry in XYZ format:
```
15
Properties=species:S:1:pos:R:3:nbo_charge:R:1
C 1.299 -0.663 -0.489 -0.286
C -2.178 0.262 0.376 -0.406
C -0.169 -1.008 -0.623 -0.351
N -0.860 -0.292 0.491 -0.641
O 2.835 1.129 0.789 -0.927
O 0.845 1.888 -0.659 -0.957
S 2.681 -1.551 -0.808 0.109
S 1.196 0.984 0.448 1.509
H -2.088 1.049 -0.367 0.213
H -2.960 -0.425 0.273 0.180
H -2.317 0.728 1.357 0.204
H -0.581 -2.092 -0.731 0.219
H -0.534 -0.708 -1.580 0.251
H 3.488 1.381 0.046 0.500
H -0.656 -0.681 1.478 0.381
```

Values from the calculation:
HOMO-LUMO gap in eV: 7.7
HOMO in eV: -8.63
Largest force on an atom in eV Å⁻¹: 3.2
Molar mass in g/mol: 153.23
E in hartree: -1120.01085

---

11.
Density functional theory data (ωB97M-V/def2-TZVPD) for one molecule with the formula C3H7NO3 in a non-equilibrium geometry.

The geometry in XYZ format:
```
14
Properties=species:S:1:pos:R:3:nbo_charge:R:1
N 0.493 0.062 1.285 -0.827
C -0.232 -0.123 -0.019 -0.148
C -0.562 1.299 -0.588 -0.092
O -1.442 1.876 0.460 -0.733
C 0.717 -1.163 -0.817 0.776
O 1.735 -0.693 -1.335 -0.598
O 0.436 -2.468 -0.710 -0.670
H -0.443 0.151 1.875 0.367
H 0.814 -0.807 1.692 0.360
H -1.260 -0.662 0.166 0.183
H -1.151 1.192 -1.510 0.194
H 0.494 1.734 -0.700 0.210
H -0.904 2.493 0.974 0.480
H 1.304 -2.891 -0.773 0.500
```

Values from the calculation:
HOMO-LUMO gap in eV: 10.8
HOMO in eV: -10.16
Largest force on an atom in eV Å⁻¹: 4.3
Molar mass in g/mol: 105.09
E in hartree: -398.94782

---

12.
Density functional theory data (ωB97M-V/def2-TZVPD) for a 2-piece molecular cluster, C3H7NO3 overall in a non-equilibrium geometry.

The geometry in XYZ format:
```
14
Properties=species:S:1:pos:R:3:nbo_charge:R:1
C 0.953 -0.655 -0.617 -0.725
C 0.713 -0.033 0.716 0.698
O 0.690 -0.651 1.755 -0.568
N 0.494 1.354 0.789 -0.667
C 0.540 2.338 -0.199 0.544
O 0.576 2.107 -1.374 -0.554
H 0.026 -0.792 -1.169 0.257
H 1.347 -1.664 -0.506 0.242
H 1.651 -0.070 -1.209 0.247
H 0.607 1.691 1.731 0.407
H 0.478 3.323 0.288 0.118
O -2.521 -2.654 -0.259 -0.927
H -2.406 -2.301 0.634 0.466
H -3.149 -1.993 -0.578 0.462
```

Values from the calculation:
HOMO-LUMO gap in eV: 11.0
HOMO in eV: -10.42
Largest force on an atom in eV Å⁻¹: 1.3
Molar mass in g/mol: 105.09
E in hartree: -399.00335

---

13.
Density functional theory data (ωB97M-V/def2-TZVPD) for a 2-piece molecular cluster, C3H7NO3 overall.

The geometry in XYZ format:
```
14
Properties=species:S:1:pos:R:3:nbo_charge:R:1
N 0.092 -0.908 1.506 -0.893
C -1.113 -0.583 2.110 0.879
O -1.386 -0.688 3.262 -0.585
O -2.009 -0.128 1.169 -0.700
H 0.739 -1.352 2.132 0.393
H 0.469 -0.175 0.930 0.414
H -1.798 -0.650 0.384 0.486
C -0.190 0.504 -2.085 -0.491
C 1.059 0.498 -1.653 0.126
O 1.442 1.055 -0.446 -0.713
H -0.509 -0.139 -2.894 0.214
H -0.966 1.152 -1.698 0.216
H 1.866 -0.045 -2.137 0.169
H 2.303 1.460 -0.582 0.487
```

Values from the calculation:
HOMO-LUMO gap in eV: 10.4
HOMO in eV: -10.01
Largest force on an atom in eV Å⁻¹: 0.9
Molar mass in g/mol: 105.09
E in hartree: -398.97608

---

14.
Density functional theory data (ωB97M-V/def2-TZVPD) for a 2-piece molecular cluster, C3H7NO3 overall in a non-equilibrium geometry.

The geometry in XYZ format:
```
14
Properties=species:S:1:pos:R:3:nbo_charge:R:1
C 2.670 0.307 0.025 1.041
C -1.856 0.555 -0.145 -0.431
C 0.304 -0.640 0.634 -0.232
N -0.377 0.474 -0.190 -0.553
O 2.310 1.407 0.113 -0.594
O 3.219 -0.691 -0.159 -0.535
O -0.074 -1.852 -0.039 -0.781
H -2.236 1.273 -0.871 0.200
H -2.240 -0.439 -0.366 0.232
H -2.168 0.847 0.856 0.213
H -0.235 -0.636 1.596 0.118
H 0.055 1.353 0.107 0.430
H -0.099 0.281 -1.154 0.414
H 0.727 -2.238 -0.408 0.478
```

Values from the calculation:
HOMO-LUMO gap in eV: 7.6
HOMO in eV: -7.08
Largest force on an atom in eV Å⁻¹: 1.2
Molar mass in g/mol: 105.09
E in hartree: -398.91773

---

15.
Density functional theory data (ωB97M-V/def2-TZVPD) for one molecule with the formula C3H7NO3 in a non-equilibrium geometry.

The geometry in XYZ format:
```
14
Properties=species:S:1:pos:R:3:nbo_charge:R:1
C -1.107 0.568 1.561 -0.593
C -0.951 0.730 0.254 0.597
O -1.916 0.485 -0.660 -0.671
O 0.226 1.628 -0.334 -0.432
N 1.034 0.740 -1.068 -0.046
O 0.374 -0.608 -0.865 -0.432
C 1.217 -1.417 -0.039 -0.261
H -2.099 0.409 1.963 0.230
H -0.277 0.695 2.241 0.226
H -1.523 0.789 -1.498 0.486
H 0.765 0.894 -2.047 0.318
H 1.849 -2.026 -0.687 0.181
H 0.574 -2.073 0.549 0.199
H 1.837 -0.812 0.630 0.197
```

Values from the calculation:
HOMO-LUMO gap in eV: 9.8
HOMO in eV: -9.06
Largest force on an atom in eV Å⁻¹: 4.2
Molar mass in g/mol: 105.09
E in hartree: -398.78908

---

16.
Density functional theory data (ωB97M-V/def2-TZVPD) for an isolated ion of composition C3H7NO3 and charge +1 in a non-equilibrium geometry.

The geometry in XYZ format:
```
14
Properties=species:S:1:pos:R:3:nbo_charge:R:1
O 2.600 0.451 0.537 -0.146
C 1.588 0.161 -0.157 0.806
O 1.853 -0.130 -1.375 -0.571
C 0.129 0.242 0.322 -0.165
C -0.783 -0.926 0.129 -0.081
O -2.036 -0.545 0.580 -0.722
N -0.450 1.508 -0.332 -0.671
H 2.775 -0.193 -1.700 0.555
H 0.320 0.475 1.427 0.250
H -0.433 -1.844 0.598 0.213
H -0.898 -1.156 -0.953 0.197
H -2.581 -1.269 1.219 0.532
H -1.319 1.222 -0.811 0.405
H -0.765 2.003 0.515 0.398
```

Values from the calculation:
Net charge: +1
HOMO-LUMO gap (alpha / beta) in eV: 10.5 / 5.3
HOMO (alpha / beta) in eV: -15.22 / -15.10
Largest force on an atom in eV Å⁻¹: 4.8
Molar mass in g/mol: 105.09
E in hartree: -398.58346
Spin multiplicity: 2

---

17.
Density functional theory data (ωB97M-V/def2-TZVPD) for a 2-piece molecular cluster, C3H7NO3 overall in a non-equilibrium geometry.

The geometry in XYZ format:
```
14
Properties=species:S:1:pos:R:3:nbo_charge:R:1
C -0.643 -0.844 2.717 0.527
N -0.383 -0.062 1.656 -0.597
C -0.786 -0.574 0.295 -0.325
C 0.407 -0.404 -0.670 0.439
O 1.542 0.110 -0.205 -0.016
O -0.995 -2.006 2.603 -0.534
H -0.517 -0.362 3.652 0.166
H -0.049 0.804 1.550 0.406
H -1.008 -1.623 0.244 0.326
H -1.677 -0.028 -0.127 0.302
H 0.671 -1.042 -1.584 0.305
H 1.319 1.451 -2.833 0.450
H 1.295 2.560 -3.921 0.490
O 0.821 2.020 -3.376 -0.938
```

Values from the calculation:
Net charge: +1
HOMO-LUMO gap (alpha / beta) in eV: 7.3 / 4.5
HOMO (alpha / beta) in eV: -14.84 / -14.69
Largest force on an atom in eV Å⁻¹: 5.9
Molar mass in g/mol: 105.09
E in hartree: -398.53958
Spin multiplicity: 2

---

18.
Density functional theory data (ωB97M-V/def2-TZVPD) for a 2-piece molecular cluster, C3H7NO3S overall in a non-equilibrium geometry.

The geometry in XYZ format:
```
15
Properties=species:S:1:pos:R:3:nbo_charge:R:1
C -0.817 0.458 -0.688 -0.262
C -1.102 1.256 0.644 -0.525
S -2.909 1.511 0.878 -0.791
N 0.562 0.416 -1.144 -0.681
C 1.371 -0.704 -1.165 0.877
O 0.952 -1.737 -0.646 -0.811
O 2.504 -0.567 -1.834 -0.875
H -1.077 -0.629 -0.417 0.217
H -1.672 0.660 -1.397 0.189
H -0.646 2.226 0.364 0.149
H -0.804 0.961 1.615 0.186
H 0.861 1.261 -1.465 0.362
H 0.718 -1.177 2.306 0.454
H 1.002 -1.933 1.027 0.496
O 1.057 -2.004 1.922 -0.984
```

Values from the calculation:
Net charge: -2
HOMO-LUMO gap in eV: 5.9
HOMO in eV: 0.18
Largest force on an atom in eV Å⁻¹: 6.1
Molar mass in g/mol: 137.16
E in hartree: -797.16998

---

Quick rundown of energy relative to the best compared isomer or geometry (same formula, charge and spin), same order as above: 74.52 305.16 476.63 141.87 97.75 298.89 62.37 484.91 430.98 339.76 235.87 90.09 161.68 314.87 652.64 227.53 342.74 118.65 kJ/mol